# 1
A molecular structure, C12H14N2 in a non-equilibrium geometry. Source: OMol25; level of theory: ωB97M-V with the def2-TZVPD basis set.

Last column: natural (NBO) charge in e.
Positions of all 28 atoms, in Å:
C: 0.33 2.11 -2.59  -0.237
C: 0.26 0.38 -2.56  -0.228
C: 0.06 -0.24 -0.17  0.185
C: -1.26 0.23 -0.19  -0.270
C: -2.23 0.04 0.79  -0.214
C: -1.89 -0.68 1.89  -0.201
C: -0.40 -1.08 2.09  -0.008
C: -0.01 -1.42 3.42  -0.211
C: 1.30 -1.85 3.44  -0.187
C: 2.20 -1.87 2.34  -0.222
C: 1.78 -1.26 1.19  -0.159
C: 0.38 -0.98 1.01  -0.129
H: -1.84 2.19 -3.82  0.378
H: -1.16 3.71 -3.84  0.370
H: 1.45 2.45 -3.05  0.218
H: 0.45 2.58 -1.25  0.189
H: -0.69 -0.31 -2.84  0.231
H: 0.88 0.06 -3.35  0.201
H: 1.59 0.53 -0.92  0.375
H: -1.72 1.06 -0.95  0.213
H: -3.25 0.38 0.54  0.214
H: -2.58 -0.94 2.63  0.200
H: -0.90 -1.84 4.08  0.234
H: 1.66 -2.34 4.24  0.194
H: 3.16 -2.17 2.47  0.206
H: 2.54 -1.25 0.38  0.216
N: -0.90 2.60 -3.69  -0.935
N: 0.82 -0.08 -1.30  -0.622

The relative energy (zero: lowest compared OMol25 entry of this formula, charge and spin) comes out at 7.157 eV. Its calculated total energy is -574.93811 a.u. The HOMO-LUMO gap is 8.13 eV.

---

# 2
A single C12H14O molecule in a non-equilibrium geometry. Source: OMol25; level of theory: ωB97M-V with the def2-TZVPD basis set.

Last column: natural (NBO) charge in e.
Positions of all 27 atoms, in Å:
C: 4.68 0.26 -0.17  -0.236
C: 3.81 1.35 0.11  -0.210
C: 4.12 -1.00 -0.31  -0.217
C: 2.46 1.16 0.16  -0.203
C: 2.74 -1.27 -0.27  -0.206
C: 1.88 -0.09 -0.06  -0.128
C: -2.39 -1.15 -0.41  -0.503
C: -0.68 0.53 0.21  -0.556
C: -1.26 -1.85 0.41  -0.054
C: 0.50 -0.38 -0.11  0.349
C: -2.26 0.28 -0.21  0.125
C: -3.11 1.42 -0.40  -0.686
O: 0.02 -1.66 -0.12  -0.487
H: 5.79 0.40 -0.25  0.215
H: 4.08 2.37 0.08  0.211
H: 4.95 -1.75 -0.17  0.213
H: 1.70 1.94 0.31  0.210
H: 2.41 -2.24 -0.59  0.229
H: -2.25 -1.36 -1.45  0.223
H: -3.39 -1.62 -0.29  0.217
H: -1.01 0.45 1.23  0.237
H: -0.53 1.64 -0.06  0.227
H: -1.30 -1.51 1.43  0.168
H: -1.34 -2.89 0.47  0.200
H: -4.18 1.25 -0.52  0.228
H: -2.97 2.19 -1.24  0.213
H: -2.95 1.95 0.47  0.223

The relative energy (zero: lowest compared OMol25 entry of this formula, charge and spin) comes out at 3.869 eV. Its calculated total energy is -540.70727 a.u. The HOMO-LUMO gap (alpha / beta) is 7.06 / 7.24 eV.

---

# 3
A molecular structure, C12H15Be2F9N3NaO15 in a non-equilibrium geometry. Source: OMol25; level of theory: ωB97M-V with the def2-TZVPD basis set.

Last column: natural (NBO) charge in e.
Positions of all 57 atoms, in Å:
Na: -0.57 4.64 -0.92  0.992
Be: -3.05 0.10 2.05  1.627
Be: 0.85 2.39 2.85  1.566
N: -2.50 3.21 1.39  0.720
O: -3.55 2.58 1.08  -0.471
O: -1.69 2.52 2.06  -0.615
O: -2.34 4.33 0.96  -0.448
N: -0.43 1.17 -0.33  0.743
O: -1.22 0.31 -0.06  -0.489
O: -0.60 1.92 -1.30  -0.544
O: 0.35 1.43 0.54  -0.565
N: 0.15 -0.98 3.35  0.715
O: 0.16 -1.64 4.34  -0.268
O: 1.03 -0.15 3.16  -0.501
O: -0.78 -1.07 2.55  -0.564
C: 3.02 1.47 -2.10  -0.641
C: 3.98 2.36 -1.25  -0.077
O: 4.56 1.48 -0.23  -0.429
C: 3.99 1.24 0.92  0.751
O: 3.02 1.80 1.42  -0.693
C: 4.81 0.17 1.65  0.903
F: 4.28 -1.02 1.41  -0.300
F: 6.12 0.21 1.28  -0.287
F: 4.65 0.35 2.91  -0.281
H: 2.58 2.14 -2.84  0.223
H: 2.30 0.93 -1.48  0.219
H: 3.52 0.78 -2.78  0.245
H: 3.45 3.23 -0.88  0.179
H: 4.81 2.81 -1.79  0.230
C: -4.55 0.37 -3.60  -0.638
C: -4.39 1.28 -2.40  -0.084
O: -5.56 1.44 -1.56  -0.430
C: -5.74 0.77 -0.46  0.745
O: -4.89 0.07 0.06  -0.673
C: -7.15 0.77 0.10  0.899
F: -8.05 0.81 -0.84  -0.267
F: -7.26 -0.42 0.78  -0.316
F: -7.37 1.73 0.94  -0.282
H: -4.70 -0.65 -3.24  0.218
H: -3.68 0.36 -4.26  0.250
H: -5.55 0.63 -3.95  0.235
H: -4.22 2.28 -2.81  0.197
H: -3.47 1.04 -1.87  0.204
C: 1.60 -1.99 -0.79  -0.644
C: 1.23 -3.08 0.11  -0.087
O: 2.20 -3.51 1.04  -0.494
C: 3.21 -4.34 0.56  0.685
O: 3.37 -4.61 -0.66  -0.530
C: 4.22 -4.74 1.64  0.904
F: 5.50 -4.49 1.29  -0.282
F: 3.91 -4.23 2.84  -0.300
F: 3.99 -6.07 1.82  -0.307
H: 0.83 -1.95 -1.56  0.232
H: 2.59 -2.14 -1.23  0.243
H: 1.74 -1.07 -0.22  0.186
H: 0.93 -3.94 -0.48  0.201
H: 0.35 -3.03 0.75  0.195

Its calculated total energy is -2848.45728 a.u. Its total charge is +2. The HOMO-LUMO gap is 3.16 eV.

---

# 4
A molecular structure, C12H15BeF9NNaO9 in a non-equilibrium geometry. Source: OMol25; level of theory: ωB97M-V with the def2-TZVPD basis set.

Last column: natural (NBO) charge in e.
Positions of all 48 atoms, in Å:
Na: -0.70 -2.57 5.10  0.998
Be: -3.04 2.27 -0.30  0.894
N: 1.09 0.55 1.15  0.697
O: 0.78 1.24 0.19  -0.193
O: 0.10 0.17 1.79  -0.274
O: 2.18 0.34 1.64  -0.206
C: -0.96 4.92 5.41  -0.649
C: -1.01 6.35 4.86  -0.075
O: 0.24 6.69 4.25  -0.491
C: 0.51 6.21 2.89  0.702
O: -0.35 5.63 2.14  -0.583
C: 2.01 6.44 2.51  0.911
F: 2.45 5.38 1.79  -0.313
F: 2.09 7.54 1.88  -0.265
F: 2.78 6.43 3.63  -0.303
H: -0.86 4.15 4.65  0.198
H: -1.79 4.72 6.09  0.226
H: -0.12 4.69 6.07  0.226
H: -1.03 7.11 5.65  0.217
H: -1.83 6.50 4.15  0.196
C: -0.28 -6.95 0.45  -0.648
C: 0.31 -5.50 0.32  -0.070
O: 1.73 -5.43 0.61  -0.496
C: 2.23 -5.32 1.89  0.707
O: 1.51 -5.38 2.85  -0.594
C: 3.79 -5.11 1.94  0.917
F: 4.26 -5.38 0.71  -0.284
F: 3.98 -3.81 2.34  -0.323
F: 4.36 -5.86 2.84  -0.277
H: 0.18 -7.73 -0.16  0.235
H: -1.35 -6.99 0.25  0.226
H: 0.02 -7.33 1.43  0.222
H: -0.25 -4.81 0.95  0.172
H: 0.32 -5.30 -0.75  0.212
C: -3.07 0.57 -7.11  -0.648
C: -3.01 -0.73 -6.22  -0.075
O: -1.65 -0.97 -5.90  -0.464
C: -0.98 -0.32 -4.91  0.695
O: -1.55 0.59 -4.31  -0.558
C: 0.50 -0.75 -4.66  0.916
F: 0.98 -1.17 -5.84  -0.288
F: 1.24 0.25 -4.21  -0.292
F: 0.53 -1.70 -3.76  -0.296
H: -3.79 0.52 -7.93  0.235
H: -2.13 0.79 -7.61  0.235
H: -3.50 1.39 -6.53  0.218
H: -3.20 -1.60 -6.84  0.213
H: -3.71 -0.76 -5.39  0.194

The relative energy (zero: lowest compared OMol25 entry of this formula, charge and spin) comes out at 4.364 eV. Its calculated total energy is -2273.00591 a.u. Its total charge is +2. The HOMO-LUMO gap is 2.46 eV.

---

# 5
A molecular structure, C12H15Br2F2HfNO6 in a non-equilibrium geometry. Source: OMol25; level of theory: ωB97M-V with the def2-TZVPD basis set.

Last column: natural (NBO) charge in e.
Positions of all 39 atoms, in Å:
C: -0.82 -3.67 -1.08  -0.645
C: -1.98 -2.95 -0.41  -0.095
O: -2.35 -1.75 -1.17  -0.428
C: -2.37 -0.55 -0.54  -0.102
C: -0.86 -0.11 -0.34  0.061
O: -0.31 -0.10 0.90  -0.462
C: -0.29 1.28 1.35  0.681
C: -1.56 2.07 1.01  -0.551
O: 0.75 2.03 0.62  -0.597
C: 1.96 1.39 0.36  0.697
O: 2.77 1.07 1.15  -0.294
C: 2.18 1.25 -1.11  -0.454
Br: 2.27 2.92 -2.01  0.475
C: 2.44 0.04 -1.82  0.032
C: 2.74 -0.01 -3.27  -0.715
Br: 2.51 -1.49 -0.88  0.569
N: -0.17 1.25 2.76  -0.575
C: 0.61 2.37 3.28  0.973
O: 0.22 3.47 3.21  -0.448
F: 1.72 1.98 3.80  -0.237
C: 0.16 -0.07 3.33  0.950
O: -0.58 -0.67 4.00  -0.359
F: 1.36 -0.49 2.96  -0.289
H: -0.25 -3.00 -1.72  0.171
H: -0.15 -4.07 -0.32  0.251
H: -1.15 -4.53 -1.67  0.288
H: -2.87 -3.57 -0.43  0.276
H: -1.74 -2.68 0.62  0.190
H: -2.93 0.17 -1.15  0.217
H: -2.86 -0.61 0.44  0.281
H: -0.29 -0.79 -1.00  0.266
H: -0.68 0.97 -0.74  -0.184
H: -1.51 2.55 -0.04  0.044
H: -1.65 2.91 1.71  0.370
H: -2.46 1.46 1.13  0.299
H: 2.78 -1.03 -3.65  0.324
H: 1.97 0.52 -3.85  0.241
H: 3.68 0.51 -3.47  0.341
Hf: -0.29 1.95 -1.96  2.439

Its calculated total energy is -6366.03718 a.u. Its total charge is +4. The HOMO-LUMO gap is 3.93 eV.

---

# 6
A molecular structure, C12H15ClHfO3 in a non-equilibrium geometry. Source: OMol25; level of theory: ωB97M-V with the def2-TZVPD basis set.

Last column: natural (NBO) charge in e.
Positions of all 32 atoms, in Å:
Cl: -2.65 0.34 -1.56  -0.280
C: 0.13 -2.34 -1.79  -0.382
C: 1.30 -1.58 -1.34  -0.315
C: 1.17 -0.22 -1.87  -0.370
H: 2.14 -2.04 -0.80  0.299
C: -0.04 -0.17 -2.70  -0.131
C: -0.62 -1.50 -2.68  -0.275
H: -1.47 -1.86 -3.28  0.304
H: 0.00 -3.41 -1.68  0.305
H: 1.86 0.62 -1.72  0.297
C: -0.52 1.06 -3.42  -0.647
Hf: -0.68 -0.53 -0.55  1.741
C: -0.46 -2.19 1.06  0.547
C: -2.74 -1.19 0.38  0.478
O: -0.04 -2.89 1.92  -0.306
O: -3.84 -1.48 0.62  -0.304
H: -0.14 1.96 -2.90  0.237
H: -1.63 1.20 -3.42  0.265
H: -0.15 1.07 -4.45  0.282
C: 0.25 1.72 3.13  -0.442
C: 1.44 0.77 3.00  -0.458
C: 1.62 0.65 1.51  -0.044
O: 0.21 0.69 0.94  -0.662
C: -0.65 1.48 1.88  -0.070
H: -0.37 1.65 4.04  0.269
H: 0.60 2.75 3.14  0.252
H: 1.25 -0.15 3.58  0.242
H: 2.39 1.11 3.41  0.280
H: 2.10 1.50 1.02  0.224
H: 2.14 -0.22 1.09  0.220
H: -1.54 0.87 2.15  0.203
H: -1.06 2.35 1.28  0.242

Its calculated total energy is -1199.59235 a.u. Its total charge is +2. The HOMO-LUMO gap is 7.79 eV.

---

# 7
A molecular structure, C12H15ClN2O4 in a non-equilibrium geometry. Source: OMol25; level of theory: ωB97M-V with the def2-TZVPD basis set.

Last column: natural (NBO) charge in e.
Positions of all 34 atoms, in Å:
C: -6.39 -1.29 0.60  -0.267
H: -6.96 -1.15 -0.33  0.181
H: -5.84 -2.20 0.45  0.219
H: -6.92 -1.19 1.43  0.180
O: -5.39 -0.49 0.28  -0.495
C: -4.19 -0.85 0.58  0.891
O: -3.91 -2.05 0.79  -0.665
N: -3.30 0.31 0.38  -0.680
H: -3.72 1.23 0.25  0.413
C: -1.81 0.06 0.47  -0.177
H: -1.43 1.15 0.99  0.221
H: -1.73 -0.72 0.93  0.163
C: -1.29 -0.24 -1.07  0.135
C: -1.44 1.31 -1.74  -0.590
H: -0.97 2.03 -1.41  0.200
H: -1.10 1.05 -2.64  0.200
H: -2.48 1.29 -1.84  0.199
H: -1.89 -0.93 -1.36  0.183
O: 0.15 -0.42 -1.00  -0.553
C: 0.96 0.28 -0.23  0.855
O: 0.77 1.29 0.09  -0.588
N: 2.06 -0.34 -0.31  -0.584
C: 3.43 0.05 0.06  0.185
C: 3.61 1.18 0.86  -0.241
C: 4.95 1.61 0.88  -0.177
C: 6.09 0.59 0.89  -0.195
C: 5.77 -0.80 0.22  -0.088
C: 4.53 -0.78 -0.25  -0.266
H: 4.25 -1.91 -0.63  0.200
Cl: 7.10 -1.76 0.01  0.096
H: 7.01 0.92 1.19  0.202
H: 5.09 2.34 1.52  0.191
H: 2.89 1.85 0.88  0.228
H: 2.10 -1.45 -0.96  0.423

The relative energy (zero: lowest compared OMol25 entry of this formula, charge and spin) comes out at 10.901 eV. Its calculated total energy is -1336.56589 a.u. The HOMO-LUMO gap is 8.84 eV.